DFT (wB97M-V/def2-TZVPD) results for a structure of composition C70H72BiF3N12P in a non-equilibrium geometry.

## Properties
HOMO-LUMO gap   7.6 eV
HOMO   -9.400 eV
Electronic energy   -114914.8704 eV
Net charge   +1

Geometry (Å):
Bi (0.6083, 0.4879, -0.2534)
P (-1.4438, -2.8517, -0.5514)
F (2.9793, 0.0898, -2.6777)
F (2.0844, -1.7830, -2.1218)
F (3.6051, -0.9004, -0.8707)
N (-0.6291, -0.7430, -2.3815)
N (-1.9438, -0.2798, 0.6861)
N (1.4638, 2.8072, -0.4739)
N (-3.2854, -1.9455, 1.2489)
N (0.2977, -4.6007, 0.6648)
N (3.5354, 2.5383, 0.5554)
N (-1.2565, 2.4235, -1.6390)
N (-2.8400, 1.0532, -2.6341)
N (-2.0490, 2.7931, -3.8953)
N (-1.0011, -2.7442, -3.2350)
N (1.2118, -2.6011, 0.4476)
N (2.1766, 4.2312, 1.2987)
C (-5.0050, -0.8734, 2.6784)
C (2.3662, 3.2074, 0.4299)
C (-0.4225, -0.6835, -3.7433)
C (-7.3794, -1.2420, 2.8993)
C (1.2906, 5.0688, -1.3822)
C (-3.7926, -0.8266, 1.8400)
C (1.3802, 2.5043, -4.6784)
C (-0.9836, -1.9878, -2.0959)
C (-0.6694, 3.6879, -1.5016)
C (-3.0781, 0.2119, -3.7862)
C (-0.2422, 0.6140, -5.8745)
C (-3.8530, -3.2816, 1.4040)
C (3.1951, -6.9738, 3.6940)
C (-4.9213, 3.4282, 1.9463)
C (-1.2155, -4.1861, -3.3057)
C (-1.4716, -3.3168, -7.6789)
C (-3.2760, 1.6665, 1.6441)
C (3.4724, -8.0835, 2.9066)
C (3.5032, -3.1478, 1.5222)
C (-4.6024, 2.0869, 1.8111)
C (-3.9219, 4.3877, 1.9071)
C (-2.6100, 3.9893, 1.7075)
C (-0.0853, 1.2960, 3.6478)
C (-0.6766, -5.6865, 0.6104)
C (2.5321, -5.8837, 3.1516)
C (-4.9541, -0.4584, 4.0068)
C (-7.3244, -0.8111, 4.2180)
C (-0.8067, 6.1136, -1.8154)
C (-1.4004, 4.8715, -1.7163)
C (6.1484, -2.8960, 2.3835)
C (2.1439, -5.8932, 1.8134)
C (1.5457, -4.6833, 1.2155)
C (0.7739, -2.5384, -6.2384)
C (-2.1643, -1.5826, 0.5507)
C (-0.2612, -0.1299, 3.7025)
C (-6.1103, -0.4261, 4.7714)
C (0.5786, 6.1968, -1.7464)
C (-3.7414, 0.8269, -1.5324)
C (1.3395, 0.3310, 2.1079)
C (0.8931, 1.5707, 2.7389)
C (-3.3252, 3.0064, -4.5596)
C (3.7954, -2.5057, 2.7212)
C (0.8625, 4.6952, 1.7159)
C (0.6035, -0.7132, 2.8235)
C (2.1069, -3.4264, 1.0810)
C (0.1330, -3.3151, 0.2152)
C (0.3195, 1.6292, -6.6343)
C (5.1132, -2.3772, 3.1459)
C (-2.2891, 2.6469, 1.5669)
C (-2.0061, 2.1488, -2.6779)
C (-0.6251, -1.9415, -4.2766)
C (-0.4869, -2.4594, -5.6519)
C (3.0744, -8.1066, 1.5773)
C (3.2615, 5.1350, 1.6533)
C (4.2287, 2.3960, 1.8267)
C (-6.2238, -1.2745, 2.1318)
C (-0.2143, -3.3798, -8.2640)
C (2.4132, -7.0159, 1.0315)
C (-1.6086, -2.8595, -6.3756)
C (2.4875, -0.5848, -1.5913)
C (4.3404, 2.2006, -0.6171)
C (1.1649, 2.5597, -6.0468)
C (0.0241, 0.5074, -4.5039)
C (0.6746, 3.8349, -1.0994)
C (4.5489, -3.6944, 0.7771)
C (0.7918, 1.5094, -3.9165)
C (-0.9609, 3.4982, -4.5436)
C (0.9077, -2.9966, -7.5402)
C (-2.9807, 0.2238, 1.4479)
C (5.8623, -3.5631, 1.1979)
H (-2.1926, -4.4491, -2.9078)
H (-4.1453, 2.6031, -3.9728)
H (-4.7819, 0.9424, -1.8656)
H (2.3689, 5.1331, -1.2884)
H (4.7804, 1.2157, -0.5012)
H (-1.5174, -5.4887, 1.2734)
H (-0.1098, -3.7222, -9.2858)
H (-3.6246, -0.1840, -1.1244)
H (-5.4054, 1.3663, 1.8102)
H (-8.2297, -0.7657, 4.8104)
H (4.0106, -8.9252, 3.3238)
H (0.9526, 1.4999, -2.8531)
H (-0.4453, -4.7086, -2.7380)
H (2.1357, -7.0174, -0.0174)
H (-4.1627, 5.4384, 2.0159)
H (1.6306, 3.3325, -6.6459)
H (2.9554, 6.1555, 1.4089)
H (1.3048, 2.5429, 2.5275)
H (-3.5446, 1.5540, -0.7562)
H (-2.9760, -0.8347, -3.4791)
H (3.7295, 2.2211, -1.5118)
H (-5.9564, 3.7215, 2.0765)
H (2.0060, 3.2479, -4.1955)
H (-6.2728, -1.5730, 1.0906)
H (1.8898, -3.0558, -7.9933)
H (5.1029, 3.0496, 1.8920)
H (2.3213, -5.0117, 3.7587)
H (4.3219, -4.2148, -0.1460)
H (-3.4913, 4.0823, -4.6782)
H (0.8512, 4.7830, 2.8056)
H (-0.8854, -0.1070, -6.3592)
H (-3.3367, 2.5537, -5.5556)
H (5.1524, 2.9294, -0.7238)
H (-1.1560, -4.5017, -4.3418)
H (5.3272, -1.8849, 4.0878)
H (-1.0478, -5.8170, -0.4030)
H (1.6433, -2.2283, -5.6690)
H (-0.1931, -6.6034, 0.9333)
H (3.2893, -8.9722, 0.9629)
H (3.4856, 5.0942, 2.7222)
H (4.5764, 1.3650, 1.9130)
H (0.1061, 1.6814, -7.6962)
H (-1.4090, 6.9960, -1.9964)
H (0.6352, 5.6693, 1.2797)
H (7.1748, -2.7868, 2.7117)
H (-2.3475, -3.6193, -8.2393)
H (-4.0047, -0.1439, 4.4256)
H (-0.9389, -0.6528, 4.3673)
H (2.3999, 0.2009, 1.8816)
H (-1.2691, 2.3332, 1.4052)
H (-4.0868, 0.3429, -4.1956)
H (-3.1045, -4.0278, 1.1688)
H (-0.8222, 3.0863, -5.5467)
H (-1.1859, 4.5629, -4.6338)
H (3.5519, 2.6035, 2.6524)
H (-2.3478, 0.4158, -4.5664)
H (-4.7049, -3.4263, 0.7406)
H (1.0954, 7.1285, -1.9415)
H (-0.6381, 2.0158, 4.2397)
H (2.9904, -2.1254, 3.3397)
H (4.1622, 4.9039, 1.0908)
H (-2.5912, -2.7901, -5.9217)
H (3.4997, -6.9586, 4.7333)
H (-4.1836, -3.4169, 2.4308)
H (0.7403, -1.7762, 2.7108)
H (0.1013, 3.9874, 1.4146)
H (-1.8395, 4.7469, 1.6512)
H (-0.0360, 3.3853, -3.9972)
H (-8.3244, -1.5440, 2.4645)
H (-2.4745, 4.7760, -1.8317)
H (6.6646, -3.9860, 0.6056)
H (-6.0650, -0.0941, 5.8014)